# 1
{"formula": "C32H38N7O6P", "method": "ωB97M-V/def2-TZVPD", "elements": ["H", "C", "H", "C", "H", "C", "C", "C", "N", "H", "C", "H", "H", "C", "C", "C", "C", "C", "H", "C", "H", "C", "O", "O", "O", "C", "C", "H", "H", "N", "N", "H", "C", "C", "H", "H", "H", "C", "C", "H", "H", "C", "C", "O", "H", "C", "H", "O", "H", "C", "H", "H", "C", "H", "H", "N", "C", "H", "H", "H", "H", "N", "C", "H", "H", "H", "H", "N", "H", "C", "C", "C", "H", "O", "H", "C", "P", "C", "H", "H", "N", "H", "C", "H"], "positions_angstrom": [[-0.87381, 3.84509, 8.36908], [-8.26361, 1.22874, 7.98050], [-5.06584, 7.86352, 9.35081], [-7.09854, 0.80841, 7.29707], [-8.35300, 6.10905, 9.08306], [-4.08662, 4.94069, 7.88881], [-2.88727, 5.38534, 7.31658], [-4.46731, 7.17423, 8.75475], [-4.43370, 3.52679, 7.80832], [-0.10945, 5.14973, 7.43936], [-1.54815, 1.05612, 3.92874], [-5.29067, 0.00653, 5.55346], [-2.53631, 5.17668, 4.60589], [-8.34815, 2.54746, 8.75480], [-7.36611, 6.50165, 8.81052], [-0.88530, -1.20079, 3.19200], [-8.33990, 2.30864, 10.26570], [0.46975, -0.81201, 3.17102], [-1.06907, 4.19362, 4.64277], [-3.27498, 7.61810, 8.18264], [-2.95318, 8.65119, 8.30254], [-1.63568, 4.94967, 5.18698], [2.30900, -1.95249, 2.08957], [0.15506, -2.65832, 1.99236], [-0.40248, 3.65753, 2.69318], [-4.90802, 5.86278, 8.57246], [-8.30102, -1.14962, 6.53637], [-5.90316, 6.22630, 11.13457], [-8.44537, 3.25639, 10.81232], [1.15516, -1.74009, 2.41677], [1.92182, 1.15363, 2.82629], [-2.48580, 3.47779, 6.47257], [-4.58845, 2.77505, 8.95961], [-9.39967, 0.42171, 7.97303], [-1.55242, 7.03574, 7.02529], [-7.24402, -1.99715, 4.33298], [-7.45899, 3.12153, 8.46726], [-2.49641, 6.71350, 7.46753], [-0.22734, 1.45459, 3.66621], [-9.55166, 4.35743, 8.84556], [-7.41866, 1.81500, 10.59941], [-5.27249, -1.98766, 6.39689], [-7.15869, -0.34911, 6.49815], [1.50437, 2.44105, 2.62332], [-4.99448, -1.71541, 7.42266], [-6.27647, 5.47780, 9.13681], [-10.27068, 0.71697, 8.56199], [-3.72067, -1.72192, 3.37533], [-4.37045, -2.26453, 5.83631], [-6.21724, 5.28867, 10.65147], [-3.77480, 1.85634, 6.03858], [-5.55386, -1.82334, 3.78835], [-0.66909, 4.20716, 7.35365], [-5.50445, 4.50491, 10.93748], [-5.94468, -2.85699, 6.44004], [0.19735, 2.64962, 3.05980], [-9.60045, 3.35581, 8.40121], [-7.20642, 5.02525, 11.05040], [-10.33308, -1.37751, 7.21695], [-1.02787, 5.86173, 5.23667], [-2.28476, 1.78765, 4.23270], [-1.08583, -2.33286, 2.45374], [0.83943, 0.54493, 3.41652], [-10.49845, 2.86088, 8.78919], [-7.20616, 7.42816, 9.37459], [-9.71972, 3.46339, 7.31915], [-8.29443, -2.10369, 6.01232], [-3.29315, -0.53833, 3.35714], [-4.12932, 3.10854, 9.88138], [-1.96634, 4.43415, 6.57574], [-1.91049, -0.26493, 3.60254], [-5.35348, 1.66622, 8.79027], [-6.52798, 4.52346, 8.65791], [-4.02862, 0.45723, 3.16574], [-7.37628, 6.75579, 7.74639], [-6.39071, -1.31303, 4.27452], [-5.02660, 2.62994, 6.40585], [-5.97817, -0.83811, 5.67730], [-5.63411, 0.95811, 9.55800], [-9.18957, 1.66860, 10.54725], [-5.83100, 1.49748, 7.49763], [-0.04128, 3.47004, 6.83520], [-9.43923, -0.75900, 7.23913], [-6.66749, -0.46543, 3.64184]], "homo_ev": -7.3, "homo_lumo_gap_ev": 4.76, "lumo_ev": -2.5427, "relative_energy_kj_mol": 28.6, "total_energy_ha": -2417.80075, "total_charge": 0}



# 2
{"formula": "C32H39", "method": "ωB97M-V/def2-TZVPD", "elements": ["H", "C", "C", "H", "H", "H", "H", "C", "C", "C", "C", "H", "H", "C", "H", "C", "C", "C", "H", "C", "C", "H", "H", "H", "H", "H", "H", "H", "H", "C", "C", "H", "H", "C", "H", "H", "C", "C", "C", "H", "C", "C", "H", "C", "C", "H", "C", "H", "C", "H", "C", "H", "C", "H", "C", "C", "H", "C", "H", "H", "H", "C", "H", "H", "H", "C", "H", "C", "H", "H", "H"], "positions_angstrom": [[-0.31412, -0.96959, 0.74610], [0.39693, -2.65869, -3.23717], [0.53489, 3.40053, -0.88519], [2.84974, 3.48273, 2.90947], [3.80835, 3.25458, 1.43044], [1.37468, 0.64448, 3.86708], [-2.71953, -3.87020, -2.68536], [1.01916, -0.38425, 4.07583], [3.92132, -2.34132, 2.62528], [1.79164, -1.30633, 3.16318], [-1.03468, -1.05294, 2.81386], [-0.71172, -4.26574, -5.43934], [-2.77015, 4.33563, -1.26583], [-0.78703, -1.23059, -1.65203], [1.28941, -2.84307, -3.83122], [-1.77516, 2.41205, -1.23325], [-1.96697, 2.25875, 1.80390], [-0.46858, -0.47934, 3.89019], [-3.57822, 3.19166, -0.17790], [0.49594, 2.50596, 1.77534], [-0.24192, -1.65766, 1.68178], [-2.07763, 1.18518, 1.99999], [1.43263, 0.25603, -2.90383], [0.05918, 0.52959, -0.70679], [-3.77621, -2.79807, -0.95232], [3.94524, -3.55627, 0.81613], [1.86009, -0.39085, -1.28639], [1.52149, -3.25402, 0.38284], [-0.31461, 4.57673, -2.48793], [1.99045, -2.73559, 1.21603], [-2.07086, 0.88390, -1.00014], [2.64221, 3.71109, -0.56156], [4.97764, -2.48395, 2.85665], [-0.72359, -3.48705, -3.39283], [-2.86252, 2.62433, 1.30566], [1.44333, 4.54812, -2.48083], [-1.88997, -2.15071, -1.71060], [2.96739, 2.86312, 2.00975], [-0.63391, 2.83732, -0.33285], [-3.74612, 3.01763, -1.93309], [0.40272, -1.56606, -2.37132], [-0.69908, 2.56197, 1.05195], [-1.65029, -5.20159, -4.26358], [1.71288, 2.87307, 1.19148], [1.60024, -0.66339, -2.31764], [-2.67054, 0.75781, -0.07726], [3.34180, -2.93318, 1.48411], [3.53698, -1.16423, 4.42006], [0.55472, 3.93710, -2.29511], [1.28589, -0.57642, 5.13312], [1.20946, -1.88942, 2.03055], [-0.69295, -2.61587, 1.36417], [-3.12199, -1.91960, -0.89455], [0.13254, -5.26101, -4.25223], [3.13076, -1.56949, 3.47573], [-0.73801, -4.61256, -4.39566], [0.55574, 3.14087, -3.05476], [1.70828, 3.35880, -0.12212], [-1.93845, 2.75196, 2.78095], [-3.69771, -1.07244, -1.29597], [-2.12415, -1.12927, 2.71588], [-1.83850, -3.23340, -2.59118], [-2.68583, 0.54604, -1.85046], [3.21949, 1.84975, 2.33946], [2.46434, -1.17805, -2.75219], [-0.87272, 0.00657, -0.94165], [-1.44543, 2.49190, -2.27896], [-3.04142, 3.28252, -1.13066], [-2.90016, -1.71384, 0.16619], [-1.05922, -0.04799, 4.69936], [0.46239, 2.18631, 2.81921]], "homo_ev": -11.1, "homo_lumo_gap_ev": 5.69, "lumo_ev": -5.4137, "total_energy_ha": -1242.48738, "total_charge": 1}